(1)
A 3-piece molecular cluster, C4H12NO2 overall in a non-equilibrium geometry. Source: the Open Molecules 2025 dataset; level of theory: wB97M-V/def2-TZVPD.

* electronic energy: -364.51679 Ha
* max |F|: 4.0 eV/A
* HOMO-LUMO gap: 8.72 eV
* HOMO: -0.4973 Eh
* LUMO energy: -4.8 eV

```
! wB97M-V def2-TZVPD RIJCOSX def2/J DEFGRID3
* xyz 1 1
O -2.195 -0.023 0.682
O -4.090 0.500 -1.419
N 0.425 -0.937 -0.088
C 1.708 -0.790 0.575
C 0.106 -1.821 -0.965
C 3.046 1.155 0.877
C 1.867 0.385 1.191
H 0.949 0.797 1.620
H 0.964 -2.186 -1.619
H -0.387 -0.340 0.205
H 3.597 1.532 1.777
H 2.532 -1.356 0.210
H 3.852 0.710 0.261
H -2.871 0.373 -0.007
H -0.857 -1.697 -1.511
H 2.631 2.146 0.440
H -5.022 0.694 -1.286
H -3.993 0.284 -2.403
H -2.264 0.575 1.460
*
```

=====

(2)
A 2-piece molecular cluster, C4H12NO2 overall in a non-equilibrium geometry. Source: the Open Molecules 2025 dataset; level of theory: wB97M-V/def2-TZVPD.

* electronic energy: -364.56059 Ha
* max |F|: 2.5 eV/A
* HOMO-LUMO gap: 10.26 eV
* HOMO: -0.5237 Eh
* LUMO energy: -4.0 eV

```
! wB97M-V def2-TZVPD RIJCOSX def2/J DEFGRID3
* xyz 1 1
O 1.587 -1.716 4.193
O 0.500 0.050 -3.223
N -0.262 -0.620 -0.834
C -0.089 0.954 -2.700
C 0.446 -1.068 0.404
C -1.277 1.617 -0.472
C -0.152 0.889 -1.131
H 0.856 1.135 -0.794
H 0.116 -0.402 1.192
H 1.609 -2.382 4.886
H -0.281 1.941 -3.148
H 1.506 -1.106 0.124
H 1.021 -1.011 4.545
H 0.031 -1.021 -1.742
H -1.368 1.388 0.581
H -1.263 -0.804 -0.764
H 0.263 -2.139 0.475
H -2.190 1.600 -1.067
H -1.053 2.696 -0.525
*
```

=====

(3)
A 2-piece molecular cluster, C4H12NO2 overall in a non-equilibrium geometry. Source: the Open Molecules 2025 dataset; level of theory: wB97M-V/def2-TZVPD.

* electronic energy: -364.39066 Ha
* max |F|: 5.4 eV/A
* HOMO-LUMO gap (alpha / beta): 10.93 / 5.12 eV
* HOMO (alpha / beta): -0.5154 / -0.3788 Eh
* LUMO energy (alpha / beta): -3.1 / -5.2 eV

```
! wB97M-V def2-TZVPD RIJCOSX def2/J DEFGRID3
* xyz 1 1
O -0.895 -3.191 -0.261
O -1.116 1.014 -1.239
N -0.487 0.402 1.031
C -0.542 1.719 1.770
C -0.157 0.406 -0.481
C -0.250 -3.174 -1.382
C 1.259 0.975 -0.691
H 0.058 -0.388 1.289
H 1.986 0.658 0.111
H 0.083 -2.314 -1.896
H 0.563 1.973 1.793
H -0.914 1.644 2.863
H 0.328 -3.943 -1.801
H 1.789 0.395 -1.525
H -0.731 1.885 -1.497
H 1.308 2.003 -0.757
H -1.334 -4.052 -0.274
H -1.352 -0.081 0.924
H -1.006 2.494 1.170
*
```

=====

(4)
A 2-piece molecular cluster, C4H12NO2 overall in a non-equilibrium geometry. Source: the Open Molecules 2025 dataset; level of theory: wB97M-V/def2-TZVPD.

* electronic energy: -364.59935 Ha
* max |F|: 1.4 eV/A
* HOMO-LUMO gap: 11.33 eV
* HOMO: -0.5287 Eh
* LUMO energy: -3.1 eV

```
! wB97M-V def2-TZVPD RIJCOSX def2/J DEFGRID3
* xyz 1 1
O 1.368 -0.835 -1.010
O 2.043 -0.117 1.780
N -0.600 -0.522 1.060
C -2.627 0.405 -0.036
C -0.221 0.947 -0.913
C 1.036 0.273 -1.351
C -1.175 -0.054 -0.261
H 2.457 -0.698 2.423
H 2.650 0.017 1.042
H -0.097 -1.389 0.850
H 1.694 0.873 -2.010
H -1.285 -0.890 -0.948
H -0.743 1.394 -1.760
H 0.052 1.784 -0.261
H -1.275 -0.601 1.822
H -3.032 0.692 -1.009
H -3.195 -0.505 0.166
H 0.223 0.026 1.367
H -2.731 1.198 0.695
*
```

=====

(5)
A single C4H12NO2P molecule in a non-equilibrium geometry. Source: the Open Molecules 2025 dataset; level of theory: wB97M-V/def2-TZVPD.

* electronic energy: -706.23108 Ha
* max |F|: 3.6 eV/A
* SMILES: CC(C)[C@H](N)[P@H](=O)O
* HOMO-LUMO gap: 10.60 eV
* HOMO: -0.3615 Eh
* LUMO energy: 0.8 eV

```
! wB97M-V def2-TZVPD RIJCOSX def2/J DEFGRID3
* xyz 0 1
P 0.105 -2.149 -0.980
O -1.276 -2.954 -1.101
O 0.981 -2.461 -2.099
N -1.779 -0.231 -0.979
C 1.680 0.175 0.485
C -0.367 -0.362 -0.811
C -0.349 1.613 0.783
C 0.155 0.200 0.506
H -2.089 -0.716 -1.811
H -0.099 2.274 -0.045
H -1.426 1.627 0.934
H 2.082 0.333 1.485
H 0.570 -2.574 0.264
H 0.125 1.997 1.684
H -1.908 -2.733 -0.413
H 0.339 0.183 -1.776
H -0.205 -0.458 1.307
H 2.055 0.964 -0.164
H 2.044 -0.777 0.100
H -2.059 0.740 -1.051
*
```

=====

(6)
A 2-piece molecular cluster, C4H12NO2S overall in a non-equilibrium geometry. Source: the Open Molecules 2025 dataset; level of theory: wB97M-V/def2-TZVPD.

* electronic energy: -763.03599 Ha
* max |F|: 1.3 eV/A
* HOMO-LUMO gap: 6.69 eV
* HOMO: -0.1314 Eh
* LUMO energy: 3.1 eV

```
! wB97M-V def2-TZVPD RIJCOSX def2/J DEFGRID3
* xyz -1 1
S -0.548 -0.643 -3.212
O -0.097 -1.052 1.699
O 1.641 -2.871 2.437
N -0.776 0.998 0.607
C -0.432 0.212 1.896
C -0.103 0.460 -0.567
C -1.150 0.150 -1.623
C 0.988 1.430 -1.050
H -1.687 1.024 -1.993
H 0.472 0.197 -3.367
H 0.523 2.369 -1.359
H 0.372 -0.479 -0.280
H 1.178 -3.684 2.658
H 1.589 0.927 -1.808
H 0.936 -2.223 2.133
H -1.339 0.428 2.495
H -1.812 -0.627 -1.239
H 0.391 0.813 2.356
H -1.766 0.938 0.443
H 1.620 1.633 -0.225
*
```

=====

(7)
A 2-piece molecular cluster, C4H12NO2S2 overall in a non-equilibrium geometry. Source: the Open Molecules 2025 dataset; level of theory: wB97M-V/def2-TZVPD.

* electronic energy: -1161.19681 Ha
* max |F|: 2.0 eV/A
* HOMO-LUMO gap: 6.44 eV
* HOMO: -0.1180 Eh
* LUMO energy: 3.2 eV

```
! wB97M-V def2-TZVPD RIJCOSX def2/J DEFGRID3
* xyz -1 1
S 1.365 -0.599 -2.206
S 0.254 -1.155 -4.293
O 2.302 -0.347 -0.713
O -2.415 -1.733 1.291
N -0.220 -0.067 1.059
C -0.110 0.258 -1.364
C 1.872 0.835 -0.091
C -0.682 0.680 2.249
C 0.321 0.817 -0.004
H -1.084 -0.049 2.955
H -0.905 -0.493 -1.454
H -0.155 -2.347 -3.883
H 2.217 1.654 -0.725
H -2.116 -1.053 0.693
H -0.392 1.116 -2.009
H 0.581 -0.648 1.287
H -0.089 1.802 0.132
H -1.590 1.240 2.051
H 0.027 1.473 2.510
H 2.417 0.751 0.879
H -1.599 -2.136 1.634
*
```

=====

(8)
A 2-piece molecular cluster, C4H12NO3 overall in a non-equilibrium geometry. Source: the Open Molecules 2025 dataset; level of theory: wB97M-V/def2-TZVPD.

* electronic energy: -440.01927 Ha
* max |F|: 10.8 eV/A
* HOMO-LUMO gap: 7.40 eV
* HOMO: -0.1314 Eh
* LUMO energy: 3.8 eV

```
! wB97M-V def2-TZVPD RIJCOSX def2/J DEFGRID3
* xyz -1 1
O -1.316 -1.887 -2.642
O 1.612 2.370 -0.164
O 1.392 0.853 1.941
N -0.546 -1.104 -0.523
C -0.957 0.462 1.422
C -0.659 0.340 -0.075
C 0.373 0.063 2.145
C -0.171 -1.344 -1.886
H 0.482 -0.959 1.732
H 0.599 -2.172 -2.050
H 0.350 0.761 -0.416
H 1.418 1.787 0.737
H 0.195 -0.356 -2.401
H -2.091 -1.611 -2.149
H -0.025 -1.632 -0.001
H 2.416 2.228 -0.334
H 0.072 -0.156 3.167
H -1.387 0.829 -0.710
H -1.779 -0.234 1.849
H -1.459 1.433 1.512
*
```

=====

(9)
C4H12NO3 as an isolated structure in a non-equilibrium geometry. Source: the Open Molecules 2025 dataset; level of theory: wB97M-V/def2-TZVPD.

* electronic energy: -439.94321 Ha
* max |F|: 6.6 eV/A
* HOMO-LUMO gap: 7.21 eV
* HOMO: -0.1392 Eh
* LUMO energy: 3.4 eV

```
! wB97M-V def2-TZVPD RIJCOSX def2/J DEFGRID3
* xyz -1 1
O -2.867 0.633 1.239
O 1.634 -0.696 -2.645
O 1.945 0.935 -0.673
N 0.613 -0.724 0.907
C -1.493 0.398 1.546
C 1.643 0.207 0.657
C -0.817 -0.430 0.469
C -0.852 0.134 -0.948
H -3.225 -0.252 1.067
H -1.353 -0.135 2.488
H -0.279 1.043 -0.771
H 2.061 -1.512 -2.994
H -0.991 1.365 1.610
H -0.379 -0.375 -1.789
H 1.112 -0.600 -0.233
H 1.680 1.056 1.363
H 2.057 0.170 -1.344
H 2.602 -0.292 0.762
H -1.842 0.514 -1.207
H -1.249 -1.439 0.495
*
```

=====

(10)
A 2-piece molecular cluster, C4H12NO3 overall in a non-equilibrium geometry. Source: the Open Molecules 2025 dataset; level of theory: wB97M-V/def2-TZVPD.

* electronic energy: -439.71580 Ha
* max |F|: 6.3 eV/A
* HOMO-LUMO gap: 8.57 eV
* HOMO: -0.4248 Eh
* LUMO energy: -3.0 eV

```
! wB97M-V def2-TZVPD RIJCOSX def2/J DEFGRID3
* xyz 1 1
O -0.064 1.284 1.090
O -2.803 0.788 -0.032
O -1.809 -1.318 0.575
N 0.980 -1.112 0.739
C -2.113 -0.335 -0.400
C 2.277 0.369 -0.599
C 0.892 -0.234 -0.522
C -0.163 0.818 -0.280
H -2.016 -0.863 1.436
H 1.774 -1.631 0.817
H 0.695 -0.799 -1.411
H -0.707 2.038 1.174
H 2.683 0.404 0.387
H 0.191 -1.776 0.712
H -2.079 -0.615 -1.547
H 2.961 -0.218 -1.182
H -0.357 1.512 -0.980
H 2.519 1.416 -1.022
H 0.908 -0.399 1.453
H -3.771 0.670 -0.409
*
```